[1]
{
  "formula": "C47H33BF12N2",
  "method": "ωB97M-V/def2-TZVPD",
  "elements": ["F", "C", "C", "C", "C", "C", "F", "C", "B", "C", "C", "F", "C", "C", "C", "C", "F", "C", "C", "F", "C", "C", "C", "C", "F", "H", "H", "H", "H", "H", "H", "H", "H", "H", "H", "F", "C", "F", "F", "C", "N", "C", "C", "C", "C", "C", "C", "C", "C", "C", "C", "C", "C", "C", "C", "C", "N", "C", "C", "F", "F", "F", "C", "C", "C", "C", "C", "C", "C", "C", "C", "C", "H", "H", "H", "H", "H", "H", "H", "H", "H", "H", "H", "H", "H", "H", "H", "H", "H", "H", "H", "H", "H", "H", "H"],
  "coordinates": [[-4.8239, 2.5464, 1.6917], [-3.9112, 3.4438, 2.1899], [-4.3963, 4.2553, 3.2118], [-3.5906, 5.2824, 3.7071], [-2.3353, 5.5177, 3.1307], [-1.9163, 4.6872, 2.1044], [-0.7533, 5.0401, 1.4594], [-2.6585, 3.6223, 1.5938], [-2.0824, 2.8840, 0.3045], [-3.1351, 1.8617, -0.3231], [-2.9669, 0.4918, -0.2185], [-1.8728, 0.0027, 0.4654], [-3.8817, -0.4319, -0.7305], [-5.0280, 0.0378, -1.3827], [-5.2453, 1.4126, -1.5038], [-4.2938, 2.2795, -0.9814], [-4.5958, 3.6139, -1.0550], [-1.7937, 3.9185, -0.8867], [-1.0897, 3.4412, -1.9834], [-0.8632, 2.0766, -2.0737], [-0.7073, 4.2268, -3.0659], [-1.1369, 5.5602, -3.1015], [-1.9723, 6.0471, -2.0926], [-2.2984, 5.2138, -1.0250], [-3.2647, 5.6881, -0.1755], [-0.9948, 2.3141, 0.5968], [-5.4081, 4.0852, 3.5797], [-3.9448, 5.9136, 4.5208], [-1.6982, 6.3472, 3.4341], [-3.6837, -1.4906, -0.5834], [-5.7618, -0.6648, -1.7817], [-6.1371, 1.8358, -1.9690], [-0.1055, 3.7735, -3.8524], [-0.8435, 6.2104, -3.9251], [-2.3992, 7.0508, -2.1142], [7.0019, -2.3263, -4.4839], [5.9931, -1.4346, -4.3027], [6.1610, -0.8496, -3.0681], [6.1548, -0.4238, -5.2275], [4.6126, -2.0220, -4.4028], [3.6127, -0.9580, -4.1943], [2.8553, -0.6031, -5.3474], [1.8936, -1.4926, -5.8597], [1.1208, -1.1166, -6.9559], [1.3656, 0.0937, -7.6117], [2.3730, 0.9433, -7.1431], [3.1182, 0.6003, -6.0175], [3.1923, -0.5694, -2.9461], [2.5376, 0.6843, -2.8034], [2.0339, 1.0950, -1.5877], [2.0116, 0.2278, -0.4495], [1.3148, 0.5576, 0.7493], [1.2067, -0.4071, 1.8194], [1.6124, -0.1855, 3.1684], [1.5087, -1.1774, 4.1311], [0.8775, -2.4129, 3.8403], [0.5792, -3.3451, 4.8017], [1.0697, -3.2126, 6.1799], [2.4070, -3.8895, 6.2665], [2.9967, -3.8279, 7.4867], [2.2845, -5.2203, 5.9212], [3.2765, -3.3430, 5.3474], [-0.4334, -4.3225, 4.6073], [-0.1658, -5.4830, 3.8616], [-1.1499, -6.4581, 3.7125], [-2.4198, -6.2750, 4.2700], [-2.6877, -5.1194, 5.0107], [-1.6843, -4.1782, 5.2370], [0.5545, -2.6813, 2.4883], [0.7455, -1.7236, 1.5175], [2.7709, -0.9858, -0.5939], [3.3611, -1.3619, -1.7860], [4.4952, -2.3937, -5.4256], [4.5151, -2.8266, -3.6684], [1.7324, -2.4445, -5.3481], [0.3337, -1.7821, -7.3153], [0.7753, 0.3772, -8.4851], [2.5943, 1.8764, -7.6597], [3.8954, 1.2566, -5.6200], [2.4302, 1.3120, -3.6853], [1.6112, 2.0952, -1.4947], [0.9870, 1.5912, 0.9033], [2.0771, 0.7690, 3.4306], [1.8834, -0.9976, 5.1354], [1.1658, -2.1665, 6.4777], [0.3861, -3.7500, 6.8429], [0.8191, -5.5886, 3.3992], [-0.9121, -7.3688, 3.1623], [-3.1940, -7.0310, 4.1229], [-3.6819, -4.9623, 5.4348], [-1.8692, -3.2927, 5.8509], [0.1345, -3.6494, 2.2298], [0.5271, -1.9857, 0.4809], [2.8982, -1.6360, 0.2737], [3.9233, -2.2926, -1.8427]],
  "forces_ev_per_angstrom": [[0.700, 0.221, 0.424], [-0.064, 0.695, -0.008], [0.190, 0.038, 0.167], [0.180, -0.203, -0.284], [-0.059, -0.089, 0.139], [-0.482, 0.273, 0.210], [-0.372, -0.370, 0.570], [-0.169, 0.178, 0.284], [0.341, -0.274, -0.009], [-0.021, -0.377, 0.102], [-0.795, -0.116, -0.365], [-0.494, 0.021, -0.418], [0.208, 0.126, 0.111], [0.255, 0.071, 0.145], [0.211, 0.045, 0.017], [-0.376, -0.437, 0.007], [0.294, -0.824, 0.038], [-0.112, 0.110, -0.094], [-0.273, 0.481, -0.494], [0.431, 0.859, 0.182], [-0.028, -0.062, 0.102], [0.053, -0.189, 0.249], [0.042, -0.127, 0.089], [-0.072, 0.077, -0.708], [1.013, -0.165, -0.260], [-0.636, 0.319, -0.169], [0.291, 0.049, -0.027], [0.056, -0.114, -0.230], [-0.195, -0.179, 0.003], [-0.143, 0.107, -0.113], [0.249, 0.176, 0.141], [0.246, -0.234, 0.108], [-0.195, 0.206, 0.024], [-0.097, -0.198, 0.172], [0.173, -0.279, -0.096], [-1.084, 0.666, 0.146], [1.190, 1.504, 0.264], [0.072, -0.629, -1.069], [-0.040, -1.152, 0.875], [-0.609, 0.198, 0.029], [0.551, -0.939, 0.381], [-0.359, 0.547, -1.336], [0.126, 0.492, 0.538], [0.146, -0.027, -0.227], [0.165, 0.029, 0.262], [-0.047, -0.123, -0.080], [-0.167, -0.333, 0.302], [-0.437, 0.298, 0.070], [-0.231, 0.078, 0.313], [-0.259, 0.039, -0.229], [-0.153, -0.106, 0.133], [1.682, -0.372, -0.336], [-0.171, -0.885, 0.360], [-0.341, 0.194, -0.438], [-0.124, -0.026, -0.131], [0.081, 0.393, -0.755], [0.245, 0.394, 1.080], [-0.410, 0.013, -0.511], [1.392, -0.994, -0.729], [-0.617, 0.025, -0.971], [0.231, 1.276, 0.554], [-0.594, -0.478, 1.039], [-0.736, -1.234, -0.039], [-0.120, 0.436, 0.204], [-0.083, 0.062, 0.048], [0.237, 0.192, -0.058], [0.076, -0.237, 0.157], [0.356, 0.180, -0.602], [-0.060, 0.222, 0.241], [0.238, 0.278, -0.143], [-0.013, -0.223, -0.178], [-0.033, 0.067, 0.470], [-0.035, -0.145, 0.331], [0.069, -0.010, -0.297], [-0.056, 0.272, -0.172], [0.272, 0.192, 0.102], [0.175, -0.107, 0.302], [-0.128, -0.214, 0.114], [-0.214, -0.167, -0.224], [0.064, -0.027, 0.372], [-0.128, -0.299, -0.087], [-0.029, -0.273, -0.080], [-0.270, -0.286, -0.013], [-0.020, 0.177, -0.366], [-0.085, -0.222, 0.162], [0.120, 0.274, -0.013], [-0.315, -0.085, 0.221], [-0.141, 0.249, 0.098], [0.242, 0.278, 0.066], [0.353, -0.067, -0.085], [-0.031, -0.253, -0.240], [0.074, 0.318, -0.055], [-0.199, 0.224, 0.321], [-0.029, 0.227, -0.300], [-0.141, 0.302, 0.198]],
  "mulliken_charge": [-0.33, -0.01, -0.81, -0.43, -0.84, 0.40, -0.35, 0.64, 1.52, 0.66, -0.02, -0.01, -0.79, -0.56, -0.85, 0.29, -0.37, 1.06, -0.48, -0.38, -0.72, -0.44, -0.84, 0.16, -0.37, -0.72, 0.42, 0.36, 0.43, 0.42, 0.37, 0.45, 0.49, 0.38, 0.43, -0.28, 0.98, -0.26, -0.25, -0.98, 0.53, -0.75, -0.01, -0.77, -0.39, -0.84, 0.10, 1.68, -0.53, -0.78, 0.60, -1.01, 0.52, -1.06, -0.86, 1.91, 0.50, -1.09, 1.01, -0.28, -0.25, -0.26, -0.49, 0.04, -0.79, -0.38, -0.77, -0.10, -0.70, -0.76, -0.84, -1.13, 0.37, 0.41, 0.41, 0.38, 0.40, 0.38, 0.52, 0.37, 0.30, 0.47, 0.49, 0.24, 0.40, 0.40, 0.47, 0.37, 0.38, 0.38, 0.43, 0.43, 0.79, 0.53, 0.28],
  "spin_multiplicity": 1,
  "gap_ev": 4.83,
  "lumo_energy_ev": -2.5,
  "de_lowest_kcal_mol": 10.7,
  "charge": 0
}

=====

[2]
{
  "formula": "C47H35Br4F3NO3PdSbTe",
  "method": "ωB97M-V/def2-TZVPD",
  "elements": ["Pd", "Br", "C", "C", "Br", "C", "Br", "C", "O", "C", "O", "C", "Br", "C", "C", "C", "C", "C", "C", "Te", "N", "C", "O", "C", "C", "C", "C", "C", "C", "C", "C", "C", "C", "C", "C", "C", "C", "C", "C", "H", "H", "H", "H", "H", "H", "H", "H", "H", "H", "H", "H", "H", "H", "H", "H", "H", "H", "H", "H", "H", "H", "H", "F", "C", "C", "C", "C", "C", "C", "Sb", "C", "C", "C", "C", "F", "C", "C", "C", "C", "C", "C", "F", "C", "C", "H", "H", "H", "H", "H", "H", "H", "H", "H", "H", "H", "H"],
  "coordinates": [[-0.4827, -0.5148, -0.1883], [0.4311, -7.5205, -1.3131], [0.7029, -5.6635, -1.2100], [1.8704, -5.0875, -1.8433], [3.0418, -6.1983, -2.8107], [2.1250, -3.7545, -1.7398], [3.6256, -2.9301, -2.5025], [1.2437, -2.8729, -0.9917], [1.5167, -1.6802, -0.7867], [0.0074, -3.4553, -0.4197], [-0.7797, -2.7227, 0.2208], [-0.1846, -4.8796, -0.5302], [-1.7058, -5.5575, 0.3395], [4.3005, 6.4762, -3.7144], [3.5706, 5.1722, -3.5093], [4.0747, 4.1834, -2.6802], [3.4078, 2.9731, -2.4867], [4.0745, 1.9748, -1.5648], [2.1813, 2.7279, -3.1310], [1.0505, 0.8757, -2.8124], [-0.9986, -0.5704, -2.3936], [-2.2128, -0.2001, -2.1221], [-2.6033, -0.0440, -0.9024], [-3.1762, 0.0864, -3.2352], [-2.6986, 0.3211, -4.5186], [-3.5749, 0.6570, -5.5422], [-4.9382, 0.7437, -5.2895], [-5.4205, 0.4881, -4.0102], [-4.5412, 0.1680, -2.9830], [0.4232, 1.6234, -0.8843], [1.2040, 1.3187, 0.2492], [0.9740, 1.9517, 1.4777], [-0.0601, 2.8531, 1.5953], [-0.8642, 3.1372, 0.4929], [-0.6368, 2.5614, -0.7460], [-1.4819, 3.0036, -1.9069], [1.6772, 3.7195, -3.9963], [0.4029, 3.5895, -4.8094], [2.3756, 4.9147, -4.1624], [5.2344, 6.4969, -3.1512], [3.6939, 7.3248, -3.3891], [4.5404, 6.6347, -4.7683], [5.0189, 4.3530, -2.1680], [5.1597, 2.0114, -1.6889], [3.7400, 0.9555, -1.7512], [3.8588, 2.2053, -0.5173], [-1.6338, 0.2350, -4.7014], [-3.1930, 0.8518, -6.5372], [-5.6217, 1.0151, -6.0853], [-6.4842, 0.5449, -3.8126], [-4.8911, -0.0178, -1.9752], [2.0468, 0.6488, 0.1428], [1.6137, 1.7329, 2.3244], [-0.2563, 3.3321, 2.5481], [-1.6862, 3.8385, 0.5948], [-2.5263, 3.0955, -1.6052], [-1.4245, 2.3093, -2.7417], [-1.1342, 3.9774, -2.2623], [-0.1097, 2.6482, -4.6398], [0.6314, 3.6616, -5.8762], [-0.2905, 4.3998, -4.5718], [1.9654, 5.6670, -4.8330], [1.7676, 1.0829, 8.1229], [1.4326, 0.4974, 6.9471], [2.3476, -0.3350, 6.3375], [1.9954, -0.9189, 5.1259], [0.7484, -0.6936, 4.5305], [-0.1407, 0.1533, 5.1935], [0.1925, 0.7525, 6.4071], [0.4156, -1.5168, 2.5430], [0.5453, -3.5402, 3.2359], [1.2953, -4.4536, 2.4953], [1.4250, -5.7808, 2.8925], [0.7979, -6.1709, 4.0535], [0.9137, -7.4578, 4.4563], [0.0614, -5.3009, 4.8327], [-0.0561, -3.9814, 4.4161], [-1.7215, -1.3116, 2.6820], [-2.2931, -0.0519, 2.4942], [-3.6701, 0.1340, 2.5089], [-4.4691, -0.9680, 2.7069], [-5.8143, -0.8060, 2.7254], [-3.9539, -2.2364, 2.8703], [-2.5745, -2.4004, 2.8502], [3.3091, -0.5112, 6.8030], [2.7138, -1.5797, 4.6474], [-1.1222, 0.3445, 4.7771], [-0.4971, 1.4029, 6.9301], [1.7880, -4.1386, 1.5806], [1.9934, -6.4992, 2.3160], [-0.4040, -5.6582, 5.7424], [-0.6233, -3.2871, 5.0264], [-1.6648, 0.8148, 2.3172], [-4.1149, 1.1059, 2.3415], [-4.6243, -3.0777, 2.9883], [-2.1719, -3.4019, 2.9302]],
  "forces_ev_per_angstrom": [[0.063, -0.252, -0.285], [-0.039, -0.087, 0.010], [0.474, 0.093, -0.276], [-0.440, -0.318, 0.210], [0.031, -0.049, -0.031], [-0.330, 0.348, 0.330], [0.052, 0.054, -0.019], [0.018, -0.691, -0.220], [0.007, 0.345, 0.223], [0.478, -0.494, -0.225], [-0.443, 0.152, -0.006], [0.037, 0.519, 0.026], [-0.002, -0.009, 0.015], [-0.019, -0.028, 0.022], [0.030, 0.027, -0.026], [-0.009, -0.031, 0.012], [0.078, -0.059, 0.061], [-0.032, 0.051, -0.026], [0.104, -0.069, 0.092], [0.353, 0.965, -0.206], [-0.637, -0.405, 0.163], [0.176, -0.164, 0.021], [0.116, 0.116, 0.157], [0.021, 0.011, 0.085], [-0.030, -0.016, -0.176], [0.028, -0.022, 0.061], [0.005, -0.003, 0.079], [0.060, -0.001, 0.005], [-0.017, 0.035, -0.027], [-0.069, 0.127, -0.132], [-0.079, 0.250, -0.149], [0.106, -0.134, -0.098], [-0.137, 0.071, -0.005], [0.015, 0.019, 0.121], [0.135, -0.155, -0.159], [-0.035, -0.063, 0.030], [-0.052, 0.021, -0.031], [0.085, -0.019, 0.012], [-0.030, 0.014, -0.017], [-0.023, -0.009, -0.007], [0.002, -0.027, 0.000], [-0.012, -0.018, 0.012], [-0.035, -0.027, -0.020], [-0.044, 0.023, 0.007], [-0.025, 0.001, -0.020], [-0.025, 0.009, -0.039], [0.005, 0.043, 0.009], [-0.005, -0.001, 0.005], [-0.005, -0.032, 0.008], [0.005, 0.008, 0.005], [0.003, 0.026, -0.010], [-0.039, -0.086, -0.015], [-0.018, -0.049, 0.008], [0.009, 0.019, -0.030], [0.035, -0.006, 0.003], [0.016, 0.013, 0.012], [-0.004, -0.025, 0.035], [-0.010, -0.002, -0.005], [0.011, -0.016, 0.018], [0.014, 0.007, 0.028], [0.034, 0.002, 0.002], [0.011, -0.024, 0.016], [-0.007, -0.008, 0.004], [0.027, 0.018, 0.072], [-0.012, -0.067, -0.121], [-0.083, -0.006, 0.017], [0.226, 0.158, 0.102], [0.066, -0.085, 0.040], [-0.072, -0.046, -0.115], [-0.241, 0.056, 0.618], [0.095, -0.173, -0.010], [-0.052, -0.007, 0.002], [0.020, 0.097, -0.068], [-0.008, -0.089, 0.048], [-0.005, 0.008, 0.000], [-0.024, 0.101, -0.012], [0.042, -0.009, -0.019], [-0.096, 0.020, -0.045], [0.038, 0.017, 0.025], [0.119, 0.032, -0.001], [-0.090, -0.038, -0.006], [0.001, 0.002, -0.004], [0.085, -0.034, 0.000], [-0.012, 0.002, -0.062], [-0.026, -0.005, -0.021], [-0.027, 0.047, -0.013], [0.006, 0.007, -0.023], [0.008, -0.003, -0.023], [0.003, 0.003, 0.026], [-0.013, 0.017, -0.007], [0.008, 0.014, -0.014], [-0.006, 0.003, -0.019], [0.020, -0.005, -0.033], [0.014, -0.013, 0.002], [0.012, 0.007, 0.001], [0.010, -0.002, 0.019]],
  "mulliken_charge": [0.25, -0.15, 0.42, 0.25, -0.18, -0.09, -0.13, 0.11, -0.02, 0.14, -0.55, -0.23, -0.10, -1.50, 0.90, -0.93, 1.15, -1.76, -0.53, 0.42, -0.70, 0.99, -0.83, 0.31, -0.27, -0.75, -0.35, -0.60, -0.20, -1.07, 0.29, -0.72, -0.88, -0.66, 1.74, -1.71, 1.17, -1.68, -0.85, 0.34, 0.32, 0.34, 0.31, 0.57, 0.25, 0.24, 0.45, 0.39, 0.37, 0.39, 0.45, 0.70, 0.62, 0.33, 0.50, 0.44, -0.06, 0.42, 0.04, 0.50, 0.36, 0.38, -0.36, 0.35, -0.58, -0.58, 0.05, -0.14, -0.64, 0.99, -0.35, -0.55, -0.52, 0.39, -0.37, -0.76, -0.21, 0.71, -0.18, -0.65, 0.12, -0.38, -0.75, -0.94, 0.43, 0.32, 0.33, 0.45, 0.53, 0.47, 0.43, 0.46, 0.29, 0.45, 0.45, 0.37],
  "spin_multiplicity": 4,
  "gap_ev": [6.78, 5.38],
  "lumo_energy_ev": [2.0, 0.7],
  "s2": 3.785,
  "charge": -1
}

=====

> Which of these has the lowest charge?

C47H35Br4F3NO3PdSbTe

=====

> charge of number 1 (C47H33BF12N2)?

0